(P)
Below is one molecule with the formula C2H6N2OS, with properties calculated with wB97M-V/def2-TZVPD.

Atoms and positions in Å:
H -0.055 2.479 -0.395
N -0.725 1.781 -0.654
C -0.453 0.643 0.009
C 0.688 0.251 0.795
S 1.968 -0.248 -0.496
N -1.501 -0.330 0.013
O -1.143 -1.731 -0.294
H 0.433 -0.737 1.212
H 1.073 0.948 1.577
H 2.547 -1.470 0.129
H -2.119 0.081 -0.712
H -0.712 -1.666 -1.185

Summary:
* orbital gap: 10.00 eV
* 2S+1: 1
* structure (SMILES): [H]/N=C(\CS)NO
* total charge: 0

=====

(Q)
Below is one molecule with the formula C2H6N2OS, with properties calculated with wB97M-V/def2-TZVPD.

Atoms and positions in Å:
C 0.261 1.787 0.018
N 0.222 0.343 0.081
S 1.701 -0.430 -0.111
C -0.945 -0.425 0.022
N -2.092 0.360 0.047
O -0.984 -1.642 -0.002
H 1.231 2.097 0.359
H 0.108 2.159 -1.025
H -0.457 2.301 0.673
H 1.979 -0.697 1.201
H -2.905 -0.216 -0.144
H -2.103 1.285 -0.410

Summary:
* orbital gap: 10.14 eV
* 2S+1: 1
* structure (SMILES): CN(S)C(N)=O
* total charge: 0

=====

(R)
Below is one molecule with the formula C2H6N2OS, with properties calculated with wB97M-V/def2-TZVPD.

Atoms and positions in Å:
C 1.524 1.410 0.140
C 0.493 0.348 -0.113
N 0.824 -0.871 -0.259
O 2.157 -1.098 0.115
N -0.810 0.764 -0.255
S -2.136 -0.318 0.037
H 2.419 1.235 -0.504
H 1.124 2.414 -0.114
H 1.817 1.424 1.239
H 2.180 -2.034 -0.028
H -0.954 1.725 0.010
H -1.870 -0.687 1.320

Summary:
* orbital gap: 9.30 eV
* 2S+1: 1
* structure (SMILES): C/C(=N\O)NS
* total charge: 0

=====

(S)
Below is one molecule with the formula C2H6N2OS, with properties calculated with wB97M-V/def2-TZVPD.

Atoms and positions in Å:
N 1.883 -1.140 -0.266
N 0.666 -0.736 0.050
C 0.339 0.615 -0.095
O 1.128 1.529 -0.226
C -1.217 0.902 -0.009
S -2.373 -0.434 -0.288
H 2.495 -1.289 0.583
H 2.359 -0.410 -0.797
H -0.037 -1.395 -0.174
H -1.424 1.380 0.984
H -1.373 1.723 -0.720
H -2.446 -0.745 0.958

Summary:
* orbital gap: 9.91 eV
* 2S+1: 1
* structure (SMILES): NNC(=O)CS
* total charge: 0

=====

Short version: (Q) is the most stable of them.

=====

(P)
Below is C10H9NO4 as an isolated structure, with properties calculated with wB97M-V/def2-TZVPD.

Atoms and positions in Å:
C -2.659 -1.519 -0.104
C -3.432 -0.343 0.129
C -1.286 -1.464 -0.203
C -2.820 0.928 0.292
C -0.687 -0.185 -0.171
C -1.446 0.921 0.057
C 0.720 -0.102 -0.406
C 0.533 2.302 -0.038
C 1.328 1.119 -0.413
C 2.760 1.490 -0.566
N 1.942 -2.121 0.617
O 1.219 -1.255 -0.780
O 0.996 3.414 0.181
O -0.770 2.181 0.204
O 1.843 -1.554 1.674
H -3.088 -2.435 0.057
H -4.443 -0.459 0.181
H -0.785 -2.350 -0.403
H -3.379 1.778 0.593
H 3.078 1.810 0.443
H 2.713 2.392 -1.109
H 3.273 0.680 -0.987
H 3.012 -2.199 0.332
H 1.376 -3.028 0.420

Summary:
* orbital gap (alpha / beta): 7.52 / 7.52 eV
* 2S+1: 1
* total charge: 0

=====

(Q)
Below is a 2-piece molecular cluster, C10H9NO4 overall, with properties calculated with wB97M-V/def2-TZVPD.

Atoms and positions in Å:
C -1.144 0.452 -2.548
C 0.193 -0.052 -2.655
C -1.876 0.307 -1.377
C 0.808 -0.688 -1.583
C -1.276 -0.328 -0.322
C 0.077 -0.777 -0.435
C -1.784 -0.696 0.951
C 1.742 -1.489 1.391
C 0.413 -1.271 0.857
C 0.192 1.995 0.964
N 1.338 1.341 1.437
O 2.746 -1.534 0.723
O -2.870 -0.661 1.387
O 1.712 -1.839 2.644
O -0.672 -1.295 1.697
H -1.555 0.975 -3.295
H 0.612 -0.087 -3.636
H -2.884 0.654 -1.266
H 1.937 -0.788 -1.541
H 0.206 2.153 -0.113
H -0.733 1.468 1.175
H -0.104 2.782 1.555
H 0.776 -1.864 3.096
H 2.149 1.240 0.893

Summary:
* orbital gap (alpha / beta): 7.74 / 8.10 eV
* 2S+1: 1
* total charge: 0

=====

Short version: (Q) is the most stable of them.

=====

(P)
Below is a 2-piece molecular cluster, C5H7N3O2 overall, with properties calculated with wB97M-V/def2-TZVPD.

Atoms and positions in Å:
C -3.102 1.048 0.594
N -2.271 0.075 0.647
N -1.675 -0.319 -0.527
C -0.672 -1.304 -0.304
C 0.198 -0.855 0.813
N 0.699 -0.454 1.775
H -3.289 1.576 -0.350
H -3.759 1.298 1.433
H -1.414 0.456 -1.135
H -0.073 -1.418 -1.221
H -1.100 -2.281 -0.042
O 2.368 1.792 0.604
C 2.580 1.102 -0.356
C 2.891 -0.378 -0.216
O 3.071 -0.913 0.848
H 2.538 1.494 -1.400
H 3.010 -0.919 -1.162

Summary:
* orbital gap: 8.58 eV
* 2S+1: 1
* structure (SMILES): C=NNCC#N.O=CC=O
* total charge: 0

=====

(Q)
Below is one molecule with the formula C5H7N3O2, with properties calculated with wB97M-V/def2-TZVPD.

Atoms and positions in Å:
H -1.712 -0.728 1.422
N -1.040 -1.279 1.915
N -0.007 -0.695 2.151
C 0.081 0.647 1.702
C 1.430 0.807 1.044
C 1.751 0.853 -0.259
C 0.756 0.867 -1.344
C -0.242 0.012 -1.347
N -1.275 -0.621 -1.708
O -2.524 -0.535 -1.615
O -0.882 -1.879 -2.331
H 0.029 1.284 2.566
H -0.692 0.906 1.088
H 2.163 0.659 1.804
H 2.774 0.704 -0.569
H 0.982 1.650 -2.205
H -1.592 -2.650 -2.312

Summary:
* orbital gap: 9.29 eV
* 2S+1: 1
* structure (SMILES): [H]/N=N\C/C=C\C=C=[N+]([O-])O
* total charge: 0

=====

(R)
Below is a 2-piece molecular cluster, C5H7N3O2 overall, with properties calculated with wB97M-V/def2-TZVPD.

Atoms and positions in Å:
C 0.151 -0.743 1.601
C 0.542 -1.860 0.942
C 0.106 0.595 1.190
C 2.042 1.688 -1.915
C -0.068 2.009 -0.858
N -0.160 1.160 0.057
N -1.131 2.680 -1.423
N 0.753 -1.941 -0.417
O 2.060 0.549 -1.758
O 2.302 2.772 -2.203
H -0.053 -0.980 2.640
H 0.699 -2.765 1.347
H 0.510 1.513 1.854
H -0.785 3.461 -2.008
H -1.974 2.677 -0.896
H 0.818 -1.254 -1.036
H 1.205 -2.782 -0.597

Summary:
* orbital gap (alpha / beta): 7.82 / 7.82 eV
* 2S+1: 1
* total charge: 0

=====

Short version: (R) is the most stable of them.

=====

(P)
Below is one molecule with the formula C4H3NO2S, with properties calculated with wB97M-V/def2-TZVPD.

Atoms and positions in Å:
C -1.957 -0.828 -1.331
C -0.757 -0.865 -1.067
C 0.628 -0.424 -0.984
S 1.717 -0.390 -2.231
N 0.826 -0.021 0.351
O 2.051 0.422 0.672
C -0.231 0.573 1.252
O 0.137 1.108 2.305
H -3.037 -0.981 -1.506
H 1.874 0.993 1.555
H -1.250 0.414 0.985

Summary:
* orbital gap: 8.12 eV
* 2S+1: 1
* structure (SMILES): C#CC(=S)N(O)C=O
* total charge: 0

=====

(Q)
Below is one molecule with the formula C4H3NO2S, with properties calculated with wB97M-V/def2-TZVPD.

Atoms and positions in Å:
S -0.464 0.210 -3.017
C 0.081 0.283 -1.502
O -0.748 0.032 -0.475
C -0.237 -0.028 0.766
C -0.829 -0.205 1.944
N 0.182 -0.364 2.921
C 1.284 -0.188 2.267
O 1.099 -0.003 0.908
H 1.156 0.380 -1.284
H -1.893 -0.322 2.166
H 2.296 -0.276 2.642

Summary:
* orbital gap: 9.07 eV
* 2S+1: 1
* structure (SMILES): S=COc1cnco1
* total charge: 0

=====

Short version: (Q) is the most stable of them.

=====

(P)
Below is a 5-piece molecular cluster, C2H13NO3S2 overall, with properties calculated with wB97M-V/def2-TZVPD.

Atoms and positions in Å:
N 1.636 -1.125 0.464
C 0.597 0.013 0.470
C -0.799 -0.647 0.360
S -2.088 0.513 0.403
S 2.116 -0.047 -2.462
H 2.523 -1.072 1.060
H 1.966 -1.165 -0.577
H 0.686 0.638 1.379
H 0.712 0.726 -0.415
H -0.850 -1.346 -0.500
H -0.853 -1.393 1.257
H 2.050 0.403 -3.700
H -1.835 -0.412 3.440
H -1.328 0.112 4.896
O -1.065 -0.353 4.020
H 0.174 -1.051 -3.069
H -1.012 -1.140 -3.848
O -0.634 -1.622 -3.117
H -1.036 2.278 0.074
H -0.709 3.782 -0.075
O -0.252 2.910 -0.060

Summary:
* orbital gap: 3.33 eV
* 2S+1: 1
* total charge: 0

=====

(Q)
Below is a 5-piece molecular cluster, C2H13NO3S2 overall, with properties calculated with wB97M-V/def2-TZVPD.

Atoms and positions in Å:
N -0.548 -2.513 0.068
C 0.582 -1.638 0.060
C 0.313 -0.345 0.804
S 1.372 1.005 0.457
S -2.790 -0.609 -1.028
H -1.253 -2.003 -0.411
H -0.224 -3.336 -0.468
H 1.447 -2.096 0.550
H 1.029 -1.367 -0.898
H -0.741 0.026 0.594
H 0.274 -0.513 1.887
H -3.783 -1.463 -0.730
H 3.973 -0.399 0.400
H 2.873 -0.421 -0.670
O 3.653 -0.875 -0.403
H -2.470 1.206 0.209
H -1.521 2.329 0.486
O -2.171 1.745 0.920
H -0.308 4.490 -0.534
H 0.340 3.105 -0.311
O -0.046 3.672 -0.980

Summary:
* orbital gap: 3.84 eV
* 2S+1: 1
* total charge: 0

=====

Short version: (Q) is the most stable of them.

=====

(P)
Below is a 3-piece molecular cluster, C3H11NO3 overall, with properties calculated with wB97M-V/def2-TZVPD.

Atoms and positions in Å:
C 0.752 -0.023 -0.615
C -0.369 -0.721 -1.400
N -0.345 -2.172 -1.183
C -1.747 -0.340 -0.853
O -1.838 0.249 0.199
H 1.661 -0.614 -0.646
H 0.418 -0.060 0.422
H 0.974 0.943 -1.018
H -0.331 -0.443 -2.432
H -0.041 -2.376 -0.245
H 0.315 -2.672 -1.758
H -2.672 -0.634 -1.363
O 2.635 -0.061 2.060
H 2.328 0.853 2.029
H 1.927 -0.484 1.562
O 0.087 2.713 1.056
H -0.078 1.821 0.730
H -0.706 2.948 1.545

Summary:
* orbital gap: 10.66 eV
* 2S+1: 1
* structure (SMILES): C[C@@H](N)C=O.O.O
* total charge: 0

=====

(Q)
Below is a 3-piece molecular cluster, C3H11NO3 overall, with properties calculated with wB97M-V/def2-TZVPD.

Atoms and positions in Å:
C 1.964 0.432 0.747
C -0.290 -0.971 -0.382
C -1.506 -1.852 -0.577
O 1.864 1.208 -0.402
H 1.143 1.150 -1.047
H 1.708 -0.584 1.048
H 3.010 0.425 1.044
H 0.190 -0.782 -1.345
H 0.442 -1.611 0.116
H -1.263 -2.740 -1.175
H -2.279 -1.326 -1.143
H -1.888 -2.205 0.386
N -1.041 1.071 0.271
O 1.210 1.221 1.803
O -1.671 1.534 -0.920
H -1.677 2.510 -0.901
H 0.460 0.674 2.087
H -0.375 1.848 0.391

Summary:
* orbital gap (alpha / beta): 8.44 / 9.42 eV
* 2S+1: 1
* total charge: 0

=====

Short version: (P) is the most stable of them.

=====

(P)
Below is a 4-piece molecular cluster, C3H11NO3 overall, with properties calculated with wB97M-V/def2-TZVPD.

Atoms and positions in Å:
C 1.217 -1.362 1.634
C 0.898 -0.308 0.866
N 1.531 -0.072 -0.400
C 2.812 -0.064 -0.378
H 1.983 -2.126 1.426
H 0.437 -1.786 2.263
H 0.141 0.395 1.180
H 3.309 0.399 -1.235
H 3.306 -0.537 0.471
O -1.713 -1.144 -0.154
H -0.870 -0.956 -0.564
H -1.966 -2.060 -0.280
O -0.394 2.418 -0.857
H 0.102 1.680 -1.244
H -1.322 2.187 -1.025
O -3.245 1.089 -0.967
H -2.696 0.500 -0.414
H -3.529 1.749 -0.322

Summary:
* orbital gap: 10.10 eV
* 2S+1: 1
* structure (SMILES): C=CN=C.O.O.O
* total charge: 0

=====

(Q)
Below is a 3-piece molecular cluster, C3H11NO3 overall, with properties calculated with wB97M-V/def2-TZVPD.

Atoms and positions in Å:
N -1.500 0.931 1.706
C -0.524 1.651 0.768
C 0.204 0.622 0.044
C 0.519 1.164 -1.353
O 1.406 0.862 -2.142
H -1.039 0.573 2.443
H -2.247 1.540 1.903
H 0.304 2.231 1.272
H -1.179 2.392 0.169
H 0.977 0.193 0.673
H -0.453 -0.190 -0.291
H -0.185 1.927 -1.764
O 1.540 -2.375 -1.607
H 1.750 -1.806 -0.829
H 1.551 -1.755 -2.351
O -0.075 -2.614 0.683
H -0.256 -2.096 -0.119
H -0.792 -3.251 0.797

Summary:
* orbital gap: 10.61 eV
* 2S+1: 1
* structure (SMILES): NCCC=O.O.O
* total charge: 0

=====

Short version: (Q) is the most stable of them.